(1)
Molecular formula: C5H8
Method: DFT, wB97M-V/def2-TZVPD

Cartesian coordinates (Å):
C: -0.22935 -1.90031 -0.57264
C: -0.14871 -0.44169 -0.74838
C: -0.32406 1.21999 -0.79317
C: -0.45508 0.46862 0.50187
C: 0.85708 0.80791 1.32593
H: -0.89372 -2.52615 -1.11729
H: 0.68274 -2.32518 -0.26030
H: 0.80113 -0.72536 -0.72381
H: -0.94799 1.52078 -1.54490
H: -1.35330 0.52312 0.93700
H: 1.55200 1.12219 0.50217
H: 1.29740 -0.05723 1.84262
H: 0.66246 1.54080 2.08285

**ΔE to the lowest compared entry with this formula, charge and spin**: 8.420 eV
**E_LUMO**: -1.031 eV
**F_max**: 6.4 eV/Å



(2)
Molecular formula: C5H8
Method: DFT, wB97M-V/def2-TZVPD

Cartesian coordinates (Å):
C: -0.43120 -0.09944 -1.26027
C: -0.72103 -1.06628 -0.40082
C: -0.20051 -0.76409 0.97200
C: 0.69224 0.47614 0.74023
C: 0.24547 1.07284 -0.61025
H: -0.53958 -0.13335 -2.31661
H: -1.26293 -1.97269 -0.64447
H: -1.03958 -0.57744 1.64865
H: 0.34597 -1.62914 1.36990
H: 0.62665 1.20232 1.54975
H: 1.72680 0.12885 0.65768
H: -0.51185 1.86365 -0.50565
H: 1.06954 1.49861 -1.20015

**ΔE to the lowest compared entry with this formula, charge and spin**: 0.075 eV
**E_LUMO**: 1.254 eV
**Structure (SMILES)**: C1=CCCC1
**F_max**: 0.9 eV/Å



(3)
Molecular formula: C5H8
Method: DFT, wB97M-V/def2-TZVPD

Cartesian coordinates (Å):
C: 2.40576 -0.10249 -0.82718
C: 1.68641 -0.17842 0.16207
C: 0.46679 -0.43099 0.84259
C: -0.69909 0.51670 0.40036
C: -1.46045 -0.07007 -0.77655
H: 3.12733 0.62852 -1.09301
H: 0.42751 -0.73245 1.88341
H: 0.79124 -1.45477 0.36810
H: -0.29960 1.50851 0.12064
H: -1.37761 0.72639 1.24219
H: -0.76438 -0.25844 -1.60178
H: -1.90867 -1.02368 -0.48025
H: -2.24947 0.60172 -1.12900

**ΔE to the lowest compared entry with this formula, charge and spin**: 3.183 eV
**E_LUMO**: 1.007 eV
**Structure (SMILES)**: C#CCCC
**F_max**: 2.8 eV/Å



(4)
Molecular formula: C5H8
Method: DFT, wB97M-V/def2-TZVPD

Cartesian coordinates (Å):
C: 2.25524 -0.44290 -0.68171
C: 1.38899 -0.22967 0.26067
C: 0.32114 -0.18582 0.98707
C: -0.79504 0.64676 0.41762
C: -1.49638 -0.03893 -0.74387
H: 2.12560 -1.52099 -0.25924
H: 3.01550 0.32728 -0.88859
H: 0.23108 -0.75598 1.89756
H: -0.38033 1.61056 0.08813
H: -1.47801 0.86124 1.24034
H: -0.78415 -0.22993 -1.55654
H: -1.90213 -1.00215 -0.42058
H: -2.31102 0.58333 -1.12266

**ΔE to the lowest compared entry with this formula, charge and spin**: 3.197 eV
**E_LUMO**: 0.978 eV
**Structure (SMILES)**: C=C=CCC
**F_max**: 2.9 eV/Å



(5)
Molecular formula: C5H8
Method: DFT, wB97M-V/def2-TZVPD

Cartesian coordinates (Å):
C: 0.19039 1.50900 -1.29643
C: 0.03634 0.61333 -0.33572
C: -1.12339 -0.17189 0.19529
C: -0.08766 -1.11393 0.87712
C: 1.06478 -0.17972 0.42864
H: -0.67690 2.02088 -1.70075
H: 0.95768 1.02919 -1.87920
H: -1.69793 -0.62823 -0.62887
H: -1.80168 0.39650 0.82630
H: -0.02781 -2.10199 0.41165
H: -0.21043 -1.21819 1.95471
H: 1.92871 -0.61368 -0.09303
H: 1.44790 0.45872 1.24031

**ΔE to the lowest compared entry with this formula, charge and spin**: 1.980 eV
**E_LUMO**: 1.184 eV
**Structure (SMILES)**: C=C1CCC1
**F_max**: 2.2 eV/Å



(6)
Molecular formula: C5H8
Method: DFT, wB97M-V/def2-TZVPD

Cartesian coordinates (Å):
C: -1.46295 1.08685 -0.82227
C: -0.37066 0.33449 -0.91404
C: 0.44417 -0.13727 0.21178
C: 0.41641 0.49936 1.38234
C: 0.95579 -1.55917 0.10923
H: -1.79547 1.43489 0.14578
H: -1.78742 1.63515 -1.69598
H: -0.00181 -0.07405 -1.85070
H: 1.11847 0.14779 2.12667
H: -0.26745 1.31877 1.54959
H: 0.33514 -2.00431 -0.67725
H: 1.92909 -1.70340 -0.36391
H: 0.78640 -2.14729 1.00067

**ΔE to the lowest compared entry with this formula, charge and spin**: 1.313 eV
**E_LUMO**: 1.007 eV
**Structure (SMILES)**: C=CC(=C)C
**F_max**: 1.7 eV/Å



(7)
Molecular formula: C5H8
Method: DFT, wB97M-V/def2-TZVPD

Cartesian coordinates (Å):
C: 0.19602 -1.01932 0.01694
C: -0.72566 -0.07351 -0.00818
C: 1.58982 -0.48632 -0.01703
C: 1.39760 1.04198 0.01004
C: -2.15240 0.21307 -0.00500
H: -0.02715 -2.09361 0.04620
H: 2.18680 -0.82953 0.83629
H: 2.11621 -0.79795 -0.92624
H: 1.53801 1.60807 -0.89023
H: 1.46482 1.55545 0.95010
H: -2.66445 -0.36535 0.76883
H: -2.59299 -0.02480 -0.97544
H: -2.32664 1.27182 0.19373

**ΔE to the lowest compared entry with this formula, charge and spin**: 3.868 eV
**E_LUMO (spin up / spin down)**: 0.702 / 0.813 eV
**F_max**: 2.5 eV/Å



(8)
Molecular formula: C5H8AuMgO5
Method: DFT, wB97M-V/def2-TZVPD

Cartesian coordinates (Å):
C: -1.00469 -0.38885 1.19099
O: -1.57619 -0.07929 2.24405
O: -1.41354 -0.42481 0.00984
Mg: -3.30266 0.00311 3.16696
O: 0.29209 -1.24911 1.17381
C: 1.42050 -0.73645 1.88415
C: 1.74485 0.57918 1.18702
O: 1.85682 0.24187 -0.15596
C: 2.19596 1.24147 -1.12896
C: 2.07978 0.53722 -2.48119
O: 0.88539 -0.16184 -2.58431
Au: 0.32386 -0.86195 -0.89440
H: 2.27013 -1.43048 1.87569
H: 1.12232 -0.52598 2.92212
H: 2.65091 1.05427 1.58707
H: 0.61247 1.15573 1.31501
H: 3.20859 1.61583 -0.92257
H: 1.46253 2.05934 -1.04613
H: 2.96074 -0.12663 -2.59754
H: 2.17373 1.31956 -3.25842

**Multiplicity**: 4
**Charge**: +2
**E_LUMO (spin up / spin down)**: -7.113 / -11.282 eV
**F_max**: 3.9 eV/Å